Entry 1:
One molecule with the formula C9H11N3 in a non-equilibrium geometry, computed with wB97M-V/def2-TZVPD.

Atoms and positions in Å:
N (-0.348, -1.070, 0.036)
N (-1.502, -2.701, 0.974)
N (0.872, 1.445, 1.609)
C (-0.700, 2.507, 0.031)
C (0.798, -0.246, -0.136)
C (0.712, 0.791, -1.210)
C (-2.239, -2.164, -0.049)
C (2.116, -0.881, 0.247)
C (0.035, 2.328, 1.301)
C (-0.471, 1.749, -1.086)
C (-0.388, -2.043, 0.988)
C (-1.530, -1.127, -0.615)
H (1.716, 1.472, -1.177)
H (2.944, -0.147, 0.444)
H (2.584, -1.365, -0.555)
H (-1.045, 1.835, -1.981)
H (0.525, -2.343, 1.638)
H (2.054, -1.641, 1.145)
H (-3.287, -2.576, -0.143)
H (0.655, 0.235, -2.174)
H (-0.159, 3.261, 2.058)
H (-1.883, -0.546, -1.490)
H (-1.458, 3.227, 0.144)

Values from the calculation:
M (g mol⁻¹): 161.208
LUMO level (alpha / beta) (eV): 0.1 / -0.2
HOMO-LUMO gap (alpha / beta) (eV): 8.845 / 7.254

=====

Entry 2:
One molecule with the formula C9H11N3 in a non-equilibrium geometry, computed with wB97M-V/def2-TZVPD.

Atoms and positions in Å:
N (-2.930, -0.100, -1.009)
N (-4.139, 1.216, 0.336)
N (-2.247, 0.121, 0.133)
C (0.764, 2.923, 0.080)
C (-0.934, -0.173, 0.125)
C (-4.084, 0.483, -0.798)
C (0.014, -1.048, 0.228)
C (1.586, 0.648, -1.015)
C (-2.991, 0.949, 0.927)
C (-0.204, -2.524, 0.623)
C (0.753, 1.760, -0.510)
C (1.458, -0.686, -0.061)
H (2.712, 0.950, -0.856)
H (1.479, 0.401, -2.078)
H (-4.781, 0.665, -1.636)
H (1.880, -1.461, -0.589)
H (1.738, 3.197, 0.444)
H (0.338, -2.793, 1.474)
H (-0.056, -3.231, -0.234)
H (-1.220, -2.497, 0.861)
H (-0.032, 3.430, 0.509)
H (-2.626, 1.364, 1.962)
H (1.943, -0.436, 0.920)

Values from the calculation:
M (g mol⁻¹): 161.208
<S²>: 2.02
2S+1: 3
LUMO level (alpha / beta) (eV): 0.9 / -0.9
HOMO-LUMO gap (alpha / beta) (eV): 7.508 / 8.647

=====

Entry 3:
One molecule with the formula C9H11N3 in a non-equilibrium geometry, computed with wB97M-V/def2-TZVPD.

Atoms and positions in Å:
N (-2.395, -0.104, -1.067)
N (0.070, 1.784, 2.689)
N (-1.798, -0.389, 0.072)
C (-0.437, -0.321, 0.001)
C (1.255, 0.349, -1.769)
C (2.143, 0.675, -0.579)
C (1.924, -0.185, 0.702)
C (-2.678, -0.890, 1.138)
C (0.481, -0.278, 1.176)
C (0.219, 0.885, 1.980)
C (-0.172, 0.068, -1.295)
C (-1.457, 0.159, -1.952)
H (-2.518, -2.064, 1.339)
H (0.257, -1.301, 1.668)
H (2.490, 0.145, 1.489)
H (3.116, 0.673, -0.821)
H (-2.569, -0.294, 1.986)
H (1.154, 1.050, -2.481)
H (2.430, -1.034, 0.377)
H (1.878, 1.653, -0.401)
H (1.765, -0.460, -2.148)
H (-1.535, 0.468, -2.993)
H (-3.625, -0.589, 0.890)

Values from the calculation:
M (g mol⁻¹): 161.208
<S²>: 2.01
2S+1: 3
LUMO level (alpha / beta) (eV): 0.8 / -2.8
HOMO-LUMO gap (alpha / beta) (eV): 5.002 / 5.983

=====

Entry 4:
One molecule with the formula C9H11N5O2S in a non-equilibrium geometry, computed with wB97M-V/def2-TZVPD.

Atoms and positions in Å:
S (2.618, -1.551, -0.264)
O (-4.071, -0.338, 0.235)
O (-0.485, -3.259, 0.280)
N (1.627, 2.131, -0.325)
N (2.797, 2.250, 0.132)
N (1.316, 0.862, -0.553)
N (3.328, 1.026, 0.228)
N (-0.652, -1.004, 0.147)
C (-1.807, -0.863, 1.009)
C (4.647, 0.761, 0.710)
C (2.380, 0.156, -0.206)
C (-2.798, 0.075, 0.402)
C (-0.101, -2.191, -0.143)
C (-4.746, 0.672, -0.337)
C (-2.653, 1.349, -0.067)
C (-3.927, 1.736, -0.550)
C (1.089, -2.085, -1.100)
H (-4.190, 2.676, -0.991)
H (-2.256, -1.851, 1.137)
H (-5.787, 0.515, -0.537)
H (0.896, -1.383, -1.910)
H (4.600, 0.149, 1.612)
H (5.116, 1.717, 0.933)
H (-0.235, -0.151, -0.222)
H (-1.487, -0.490, 1.993)
H (-1.757, 1.937, -0.072)
H (5.221, 0.228, -0.049)
H (1.319, -3.075, -1.492)

Values from the calculation:
M (g mol⁻¹): 253.287
SMILES: Cn1nnnc1SCC(=O)NCc1ccco1
LUMO level (eV): 0.4
HOMO-LUMO gap (eV): 8.992

=====

Entry 5:
C9H11N5S3 as an isolated structure in a non-equilibrium geometry, computed with wB97M-V/def2-TZVPD.

Atoms and positions in Å:
S (2.966, 0.739, -1.228)
S (-1.713, 0.206, -2.976)
S (2.134, -0.217, -3.800)
N (-0.892, 1.989, 0.277)
N (-0.815, 0.089, 1.597)
N (0.839, -1.011, 2.323)
N (0.625, 0.454, -1.898)
N (0.747, -0.584, -4.112)
C (-0.082, 0.865, 0.836)
C (1.832, 0.425, -2.235)
C (-2.187, -1.015, -1.483)
C (1.384, 0.896, 0.987)
C (-1.419, -1.927, 2.836)
C (2.123, 1.727, 0.109)
C (0.011, -0.047, -3.053)
C (1.588, -0.388, 1.670)
C (-0.374, -0.988, 2.170)
H (-1.671, -0.527, -0.537)
H (-2.053, -1.971, -1.564)
H (-1.772, 1.769, 0.114)
H (-0.317, 2.378, -0.686)
H (-1.047, -2.970, 2.837)
H (-2.487, -1.740, 2.543)
H (1.919, 2.559, -0.151)
H (2.681, -0.566, 1.826)
H (-3.250, -0.813, -1.301)
H (2.842, 1.943, 0.907)
H (-1.610, -1.275, 3.992)

Values from the calculation:
M (g mol⁻¹): 285.423
LUMO level (eV): 0.2
HOMO-LUMO gap (eV): 8.746

=====

Entry 6:
One molecule with the formula C9H11NO2 in a non-equilibrium geometry, computed with wB97M-V/def2-TZVPD.

Atoms and positions in Å:
O (-0.871, -1.033, -1.191)
O (-2.329, -2.244, -3.087)
N (-0.186, 0.363, 0.483)
C (-0.031, -0.600, -0.264)
C (0.995, 2.035, 1.615)
C (-0.387, -2.146, -1.774)
C (-0.277, 2.647, 1.131)
C (0.815, -2.561, -1.168)
C (-1.263, -2.682, -2.861)
C (-0.976, 1.548, 0.247)
C (1.081, -1.585, -0.222)
C (0.634, 0.523, 1.726)
H (1.312, -3.564, -1.272)
H (-2.015, 1.465, 0.638)
H (1.388, 2.515, 2.539)
H (1.626, 2.259, 0.734)
H (2.065, -1.416, 0.252)
H (1.412, -0.270, 1.554)
H (-0.918, 2.917, 1.963)
H (-0.155, 3.572, 0.598)
H (-0.926, -3.747, -3.315)
H (-0.978, 1.789, -0.877)
H (-0.017, 0.212, 2.552)

Values from the calculation:
M (g mol⁻¹): 165.192
SMILES: O=Cc1ccc(N2CCCC2)o1
LUMO level (eV): 0.7
HOMO-LUMO gap (eV): 7.709

=====

Entry 7:
One molecule with the formula C9H11NO2 in a non-equilibrium geometry, computed with wB97M-V/def2-TZVPD.

Atoms and positions in Å:
O (-2.734, 0.416, -0.821)
O (-1.874, 1.847, 0.806)
N (-0.730, -0.049, 0.293)
C (2.604, 1.501, -0.324)
C (-1.347, -1.283, 0.019)
C (2.814, -0.843, 0.205)
C (0.589, 0.121, 0.070)
C (1.431, -0.930, 0.187)
C (3.443, 0.326, -0.122)
C (-1.612, 1.077, -0.289)
C (1.220, 1.392, -0.192)
C (-2.800, -0.806, -0.058)
H (-3.283, -0.621, 0.882)
H (3.032, 2.396, -0.669)
H (0.507, 2.229, -0.251)
H (-0.962, -1.530, -0.906)
H (-2.042, 2.778, 0.610)
H (1.164, -2.013, 0.199)
H (4.589, 0.405, -0.364)
H (3.424, -1.738, 0.165)
H (-1.257, -2.128, 0.668)
H (-1.174, 1.597, -1.170)
H (-3.422, -1.549, -0.617)

Values from the calculation:
M (g mol⁻¹): 165.192
SMILES: O[C@@H]1OCCN1c1ccccc1
LUMO level (eV): 0.7
HOMO-LUMO gap (eV): 8.603

=====

Entry 8:
One molecule with the formula C9H11NO2 in a non-equilibrium geometry, computed with wB97M-V/def2-TZVPD.

Atoms and positions in Å:
O (-2.168, -0.586, -2.031)
O (-2.497, 0.376, 0.005)
N (-0.215, -2.223, -1.189)
C (-1.946, -0.600, -0.847)
C (1.995, 2.392, -0.011)
C (1.716, 2.049, 1.375)
C (-1.139, -1.693, -0.182)
C (0.810, 0.385, -0.681)
C (1.501, 1.623, -0.977)
C (0.513, 0.104, 0.614)
C (-0.267, -1.182, 0.997)
C (0.943, 0.944, 1.632)
H (0.576, -0.184, -1.575)
H (1.827, 2.753, 2.234)
H (1.651, 1.895, -1.986)
H (-0.784, -2.478, -2.051)
H (-3.377, 0.642, -0.222)
H (-1.038, -0.871, 1.738)
H (0.350, -1.959, 1.594)
H (2.518, 3.244, -0.241)
H (-1.804, -2.456, 0.061)
H (0.228, -3.087, -0.896)
H (0.608, 0.911, 2.640)

Values from the calculation:
M (g mol⁻¹): 165.192
SMILES: N[C@@H](Cc1ccccc1)C(=O)O
LUMO level (eV): 0.7
HOMO-LUMO gap (eV): 9.598

=====

Number 1: E_tot -13976.90282 eV. Number 2: E_tot -13974.39652 eV. Number 3: E_tot -13974.36984 eV. Number 4: E_tot -31890.80404 eV. Number 5: E_tot -49459.04468 eV. Number 6: E_tot -15093.69697 eV. Number 7: E_tot -15094.86598 eV. Number 8: E_tot -15095.77309 eV.